# 1
The following is a quantum chemistry calculation of a structure of composition C12H29ClNbO4 at a distorted geometry, from the OMol25 dataset.

Each line ends with the Mulliken charge.
Atoms and positions in Å:
1 C -0.61 1.42 2.49  -1.126
2 Nb 1.47 2.09 2.12  -0.658
3 C 1.04 2.88 0.03  -1.473
4 C 0.39 4.26 0.13  -0.505
5 C 1.38 5.34 0.56  -0.465
6 Cl 1.07 6.92 -0.24  -0.287
7 H -0.94 1.75 3.47  0.461
8 H -0.63 0.33 2.46  0.298
9 H -1.32 1.81 1.75  0.208
10 H 2.26 0.54 1.46  0.104
11 H 2.92 3.19 1.70  0.015
12 H 1.07 3.48 3.30  -0.015
13 H 2.55 1.49 3.49  0.005
14 H 1.89 2.96 -0.64  0.763
15 H 0.31 2.19 -0.41  0.446
16 H -0.43 4.25 0.84  0.218
17 H -0.02 4.56 -0.84  0.437
18 H 2.39 5.08 0.31  0.300
19 H 1.32 5.53 1.63  0.318
20 O -2.92 -0.95 2.10  -0.495
21 C -2.80 -2.10 1.78  0.842
22 O -1.54 -2.53 1.54  -0.344
23 C -1.19 -3.86 1.14  -0.410
24 C -1.19 -3.95 -0.36  -0.743
25 C -3.98 -3.04 1.57  -1.161
26 H -1.83 -4.61 1.62  0.305
27 H -0.19 -4.00 1.53  0.326
28 H -2.18 -3.78 -0.79  0.254
29 H -0.84 -4.92 -0.71  0.403
30 H -0.52 -3.19 -0.75  0.062
31 H -4.29 -2.95 0.53  0.268
32 H -4.78 -2.69 2.21  0.335
33 H -3.77 -4.08 1.78  0.329
34 O 0.90 -3.61 -3.40  -0.590
35 C 0.99 -2.42 -3.28  0.775
36 O 2.02 -1.94 -2.54  -0.369
37 C 2.28 -0.53 -2.38  -0.808
38 C 1.49 0.08 -1.24  -0.104
39 C -0.06 -1.46 -3.81  -0.958
40 H 2.11 -0.01 -3.33  0.369
41 H 3.35 -0.49 -2.18  0.337
42 H 0.42 0.05 -1.42  0.236
43 H 1.78 1.12 -1.11  0.040
44 H 1.70 -0.45 -0.31  0.163
45 H -0.82 -1.34 -3.04  0.235
46 H -0.52 -1.93 -4.67  0.348
47 H 0.31 -0.48 -4.07  0.310

Summary:
- total charge = -1
- gap between HOMO and LUMO (eV) = 6.96
- E (a.u.) = -1292.55959

# 2
The following is a quantum chemistry calculation of a cluster of 3 separate species, C22H39N2O9 in total at a distorted geometry, from the OMol25 dataset.

Each line ends with the Mulliken charge.
Atoms and positions in Å:
1 C -5.81 2.24 -0.27  -0.830
2 C -6.00 1.04 0.62  0.738
3 O -6.31 -0.05 0.23  -0.570
4 O -5.76 1.33 1.92  -0.347
5 C -5.06 0.31 2.66  -0.826
6 C -3.56 0.43 2.43  0.134
7 C -2.81 -0.87 2.78  -1.050
8 C -2.00 -1.43 1.61  -0.822
9 C -0.90 -0.47 1.14  -0.327
10 C 0.13 -1.17 0.23  -1.281
11 C 0.42 -0.50 -1.12  -0.316
12 N -0.67 -0.91 -2.09  0.149
13 C -0.88 0.10 -3.17  -0.687
14 C -1.18 1.48 -2.59  -0.514
15 O -0.69 1.64 -1.28  -0.477
16 C 0.59 1.03 -1.15  -0.091
17 C 1.34 1.57 0.05  -0.889
18 C 1.68 3.03 -0.11  -0.320
19 N 1.40 3.68 -1.16  -0.535
20 H -6.24 2.04 -1.25  0.339
21 H -6.28 3.12 0.17  0.320
22 H -4.74 2.43 -0.37  0.120
23 H -5.34 0.49 3.70  0.300
24 H -5.43 -0.67 2.36  0.445
25 H -3.15 1.28 2.98  0.322
26 H -3.43 0.64 1.37  -0.191
27 H -2.13 -0.68 3.62  0.431
28 H -3.51 -1.64 3.13  0.520
29 H -1.52 -2.36 1.95  0.450
30 H -2.68 -1.68 0.79  0.149
31 H -1.34 0.40 0.66  0.415
32 H -0.39 -0.11 2.04  0.403
33 H 1.08 -1.37 0.74  0.480
34 H -0.27 -2.16 -0.01  0.618
35 H 1.34 -0.94 -1.50  0.428
36 H -0.35 -1.78 -2.52  0.233
37 H -1.54 -1.10 -1.59  0.497
38 H 0.05 0.12 -3.74  0.371
39 H -1.66 -0.24 -3.86  0.502
40 H -2.25 1.70 -2.58  0.380
41 H -0.71 2.22 -3.25  0.304
42 H 1.18 1.30 -2.03  0.943
43 H 0.78 1.45 0.98  0.099
44 H 2.30 1.04 0.13  0.422
45 H 2.20 3.50 0.73  0.431
46 H 1.72 4.64 -1.08  0.287
47 C 2.01 -6.34 -4.95  -1.458
48 C 1.33 -5.37 -4.02  0.420
49 C 0.68 -4.17 -4.68  -0.498
50 O 0.80 -3.15 -3.66  -0.371
51 C 1.87 -3.49 -2.88  0.582
52 O 2.34 -2.75 -2.07  -0.516
53 O 2.29 -4.72 -3.15  -0.334
54 H 2.42 -7.18 -4.40  0.366
55 H 1.29 -6.72 -5.68  0.383
56 H 2.83 -5.85 -5.48  0.362
57 H 0.62 -5.89 -3.37  0.270
58 H -0.36 -4.32 -4.95  0.373
59 H 1.24 -3.84 -5.56  0.283
60 C 6.08 3.41 4.63  -1.451
61 C 4.89 2.66 4.08  0.419
62 C 4.13 3.37 2.97  -0.493
63 O 2.80 2.88 3.16  -0.255
64 C 2.66 2.53 4.47  0.575
65 O 1.63 2.27 4.99  -0.532
66 O 3.86 2.52 5.08  -0.342
67 H 6.58 2.82 5.39  0.365
68 H 6.80 3.62 3.83  0.379
69 H 5.76 4.35 5.08  0.355
70 H 5.18 1.65 3.77  0.266
71 H 4.49 3.12 1.98  0.372
72 H 4.13 4.45 3.10  0.325

Summary:
- total charge = +1
- gap between HOMO and LUMO (eV) = 9.76
- E (a.u.) = -1648.16414

# 3
The following is a quantum chemistry calculation of a cluster of 11 separate species, C22H65NO11 in total at a distorted geometry, from the OMol25 dataset.

Each line ends with the Mulliken charge.
Atoms and positions in Å:
1 C 13.38 -20.02 -8.42  -1.874
2 C 12.58 -20.35 -9.71  1.134
3 C 11.95 -21.73 -9.46  -1.741
4 C 11.37 -19.26 -9.76  -0.968
5 C 10.59 -19.33 -11.05  -0.690
6 C 11.46 -19.18 -12.26  -1.059
7 C 12.71 -20.12 -12.33  1.388
8 C 12.13 -21.40 -12.86  -1.640
9 C 13.80 -19.45 -13.20  -1.838
10 N 13.34 -20.19 -10.99  0.459
11 O 14.51 -20.90 -10.93  -0.491
12 H 13.61 -18.96 -8.51  0.458
13 H 12.81 -20.30 -7.54  0.381
14 H 14.33 -20.55 -8.36  0.426
15 H 11.45 -21.61 -8.50  0.445
16 H 11.17 -21.86 -10.21  0.388
17 H 12.64 -22.57 -9.43  0.295
18 H 10.58 -19.48 -9.03  0.325
19 H 11.72 -18.26 -9.54  0.376
20 H 10.01 -20.25 -10.95  0.344
21 H 9.85 -18.55 -10.88  0.385
22 H 11.99 -18.23 -12.26  0.403
23 H 10.70 -19.13 -13.03  0.433
24 H 12.90 -22.16 -12.98  0.394
25 H 11.64 -21.08 -13.79  0.420
26 H 11.28 -21.84 -12.36  0.309
27 H 14.54 -20.21 -13.43  0.437
28 H 14.44 -18.64 -12.85  0.344
29 H 13.29 -19.21 -14.13  0.413
30 H 15.08 -20.26 -10.50  0.345
31 C 5.09 -23.14 -0.89  -0.992
32 C 3.66 -23.61 -1.15  -0.261
33 O 3.65 -25.00 -1.43  -0.524
34 H 5.05 -22.06 -1.02  0.292
35 H 5.89 -23.48 -1.55  0.297
36 H 5.32 -23.34 0.16  0.330
37 H 3.15 -23.05 -1.94  0.326
38 H 3.19 -23.33 -0.21  0.228
39 H 4.09 -25.44 -0.70  0.306
40 C 11.44 -22.21 -3.09  -0.891
41 C 12.61 -22.17 -2.21  -0.229
42 O 13.65 -21.49 -2.89  -0.472
43 H 10.54 -22.57 -2.60  0.320
44 H 11.57 -22.84 -3.96  0.250
45 H 11.14 -21.22 -3.43  0.276
46 H 12.91 -23.20 -2.01  0.264
47 H 12.31 -21.67 -1.28  0.203
48 H 14.03 -22.21 -3.39  0.272
49 C 12.81 -16.72 -3.22  -1.044
50 C 11.98 -16.78 -1.93  -0.237
51 O 10.65 -16.55 -2.09  -0.475
52 H 12.28 -17.16 -4.07  0.280
53 H 13.82 -17.06 -3.00  0.313
54 H 12.98 -15.68 -3.51  0.313
55 H 12.39 -16.08 -1.20  0.352
56 H 12.12 -17.76 -1.46  0.182
57 H 10.52 -15.81 -1.50  0.320
58 C 18.86 -20.91 -3.34  -0.375
59 O 18.01 -19.94 -3.89  -0.504
60 H 18.36 -21.85 -3.58  0.112
61 H 19.86 -20.96 -3.77  0.243
62 H 18.85 -20.76 -2.26  0.223
63 H 17.10 -20.08 -3.63  0.304
64 C 8.98 -20.79 1.05  -0.458
65 O 9.02 -21.97 1.81  -0.516
66 H 9.94 -20.28 1.06  0.218
67 H 8.78 -21.01 0.00  0.189
68 H 8.27 -20.12 1.52  0.270
69 H 9.53 -22.64 1.35  0.296
70 C 6.66 -17.84 -4.37  -0.492
71 O 7.85 -17.61 -5.12  -0.481
72 H 6.03 -18.49 -4.98  0.229
73 H 6.98 -18.45 -3.53  0.212
74 H 6.13 -16.93 -4.05  0.230
75 H 8.51 -17.30 -4.50  0.298
76 C 14.96 -21.02 3.45  -0.353
77 O 14.60 -20.90 4.84  -0.510
78 H 15.64 -20.25 3.10  0.219
79 H 15.45 -21.98 3.29  0.169
80 H 14.03 -20.92 2.88  0.162
81 H 13.64 -20.90 4.90  0.314
82 C 17.64 -25.30 0.07  -0.407
83 O 18.05 -25.62 1.39  -0.540
84 H 17.05 -24.41 0.29  0.209
85 H 18.54 -25.19 -0.53  0.210
86 H 16.95 -26.05 -0.30  0.220
87 H 18.50 -24.87 1.79  0.310
88 C 10.21 -26.66 -4.05  -0.488
89 O 9.22 -27.27 -3.19  -0.510
90 H 10.91 -26.01 -3.52  0.163
91 H 10.81 -27.37 -4.62  0.257
92 H 9.75 -26.01 -4.80  0.263
93 H 8.36 -27.01 -3.53  0.316
94 C 15.30 -25.55 -5.94  -0.564
95 O 15.98 -24.68 -5.00  -0.458
96 H 15.53 -25.28 -6.97  0.273
97 H 15.68 -26.54 -5.70  0.266
98 H 14.21 -25.54 -5.97  0.199
99 H 16.89 -24.75 -5.28  0.285

Summary:
- total charge = 0
- energy above the lowest of the compared OMol25 structures with the same formula, charge and spin (kJ/mol) = 545.7
- gap between HOMO and LUMO (eV) = 7.98
- E (a.u.) = -1759.25828

# 4
The following is a quantum chemistry calculation of a structure of composition C22H39BFN3O3Zr at a distorted geometry, from the OMol25 dataset.

Each line ends with the Mulliken charge.
Atoms and positions in Å:
1 C -6.37 1.60 -1.00  -0.826
2 C -6.43 2.88 -1.87  -0.500
3 C -5.92 2.52 -3.34  -0.778
4 C -4.40 2.11 -3.37  -0.682
5 C -4.17 0.76 -4.17  -0.840
6 C -4.06 -0.48 -3.19  -0.748
7 C -2.59 -0.96 -2.99  0.137
8 C -2.47 -2.43 -2.35  -0.276
9 C -1.15 -2.62 -1.50  -0.567
10 C 0.08 -2.77 -2.52  1.000
11 C 1.10 -3.87 -2.10  -1.138
12 C 2.17 -3.49 -1.00  -0.750
13 C 2.29 -1.97 -0.60  -0.134
14 C 3.68 -1.82 0.15  -1.002
15 C 3.49 -1.34 1.67  -0.793
16 C 3.50 0.20 1.80  -0.890
17 C 4.10 0.66 3.24  0.424
18 C 5.58 0.26 3.16  -0.334
19 N 6.64 -0.13 3.12  -0.288
20 O 3.59 -0.04 4.32  -0.338
21 B 2.22 0.18 4.60  0.538
22 O 1.93 0.78 5.85  -0.479
23 O 1.15 -0.17 3.80  -0.442
24 C 4.09 2.24 3.41  1.829
25 F 2.95 2.84 2.97  -0.342
26 C 5.19 2.78 2.50  -0.625
27 N 6.02 3.14 1.82  -0.183
28 C 4.53 2.71 4.88  -0.694
29 C 3.33 3.47 5.56  -0.199
30 N 3.08 4.63 5.28  -0.153
31 H -6.51 0.70 -1.63  0.253
32 H -7.21 1.62 -0.26  0.369
33 H -5.42 1.51 -0.43  0.215
34 H -5.82 3.70 -1.44  0.323
35 H -7.50 3.19 -1.99  0.358
36 H -6.54 1.66 -3.70  0.395
37 H -6.08 3.36 -4.05  0.364
38 H -3.95 2.07 -2.36  0.401
39 H -3.85 2.90 -3.93  0.421
40 H -5.05 0.62 -4.83  0.459
41 H -3.24 0.90 -4.76  0.426
42 H -4.44 -0.14 -2.20  0.171
43 H -4.74 -1.30 -3.51  0.445
44 H -2.05 -0.22 -2.35  0.217
45 H -2.09 -0.96 -4.04  -0.017
46 H -3.39 -2.59 -1.76  0.480
47 H -2.54 -3.19 -3.22  0.066
48 H -1.29 -3.58 -0.96  0.341
49 H -0.99 -1.78 -0.80  0.421
50 H 0.52 -1.79 -2.78  0.232
51 H -0.41 -3.16 -3.50  -0.832
52 H 0.52 -4.77 -1.80  0.347
53 H 1.64 -4.17 -3.03  0.375
54 H 2.06 -4.10 -0.08  0.337
55 H 3.16 -3.77 -1.42  0.378
56 H 2.38 -1.38 -1.54  0.303
57 H 1.43 -1.57 -0.03  0.191
58 H 4.31 -1.06 -0.35  0.413
59 H 4.26 -2.77 0.15  0.553
60 H 2.56 -1.80 2.07  0.368
61 H 4.31 -1.83 2.23  0.581
62 H 4.12 0.67 1.00  0.730
63 H 2.46 0.58 1.69  0.391
64 H 2.24 0.12 6.51  0.364
65 H 0.70 0.67 3.58  0.357
66 H 5.35 3.46 4.81  0.578
67 H 4.88 1.84 5.48  0.356
68 H 2.67 2.98 6.35  0.458
69 H 2.27 4.97 5.84  0.373
70 Zr -1.89 -2.91 -5.05  1.112

Summary:
- total charge = +4
- energy above the lowest of the compared OMol25 structures with the same formula, charge and spin (kJ/mol) = 186.3
- gap between HOMO and LUMO (eV) = 1.20
- E (a.u.) = -1421.42940

# 5
The following is a quantum chemistry calculation of the molecule C2H4N2O at a distorted geometry, from the OMol25 dataset.

Each line ends with the Mulliken charge.
Atoms and positions in Å:
1 O -0.30 -1.06 -3.20  -0.426
2 N -1.03 -0.67 -2.30  -0.290
3 N -0.49 -0.35 -1.18  0.407
4 C -0.75 0.12 0.11  -0.265
5 C 0.65 -0.18 -0.33  -0.339
6 H -1.25 -0.56 0.80  0.227
7 H -1.06 1.15 0.22  0.227
8 H 1.32 0.63 -0.56  0.229
9 H 1.13 -1.08 0.02  0.229

Summary:
- total charge = 0
- energy above the lowest of the compared OMol25 structures with the same formula, charge and spin (kJ/mol) = 393.7
- gap between HOMO and LUMO (eV) = 9.94
- E (a.u.) = -263.21330

# 6
The following is a quantum chemistry calculation of a structure of composition C41H42N5P2SiV at a distorted geometry, from the OMol25 dataset.

Each line ends with the Mulliken charge.
Atoms and positions in Å:
1 V -0.17 0.26 0.10  -0.631
2 C 0.89 -0.77 3.65  -1.679
3 Si 0.96 -1.08 1.73  2.036
4 C 2.85 -1.06 1.38  0.448
5 C 3.80 -1.75 2.12  -0.597
6 C 5.14 -1.66 1.81  -0.832
7 C 5.56 -0.88 0.74  -0.934
8 C 4.63 -0.16 0.01  -0.335
9 C 3.29 -0.23 0.35  -0.116
10 P 2.01 0.62 -0.64  2.202
11 C 2.21 -0.37 -2.16  0.506
12 C 1.63 -1.64 -2.09  -0.030
13 C 1.76 -2.53 -3.14  -0.802
14 C 2.46 -2.15 -4.27  -0.843
15 C 3.06 -0.90 -4.34  -0.777
16 C 2.95 -0.01 -3.28  -0.384
17 C 2.64 2.26 -1.07  0.393
18 C 3.55 2.95 -0.28  -0.886
19 C 3.88 4.25 -0.59  -0.780
20 C 3.27 4.89 -1.66  -0.615
21 C 2.33 4.22 -2.42  -0.924
22 C 2.01 2.91 -2.13  -0.514
23 C 0.12 -2.80 1.62  0.570
24 C 0.64 -3.97 2.16  -0.980
25 C -0.12 -5.13 2.21  -0.850
26 C -1.41 -5.15 1.71  -0.874
27 C -1.94 -4.00 1.15  -0.171
28 C -1.18 -2.84 1.11  -0.571
29 P -1.84 -1.33 0.32  2.485
30 C -3.53 -1.21 0.99  0.442
31 C -4.67 -1.72 0.37  -0.103
32 C -5.90 -1.54 0.97  -0.831
33 C -6.01 -0.87 2.18  -0.580
34 C -4.87 -0.37 2.80  -0.770
35 C -3.64 -0.54 2.20  -0.618
36 C -2.09 -1.84 -1.40  0.614
37 C -2.86 -1.02 -2.23  -0.670
38 C -2.97 -1.30 -3.58  -0.900
39 C -2.32 -2.40 -4.11  -0.756
40 C -1.56 -3.22 -3.29  -0.514
41 C -1.44 -2.94 -1.95  -1.009
42 H 1.30 -1.62 4.19  0.466
43 H -0.13 -0.64 3.99  0.419
44 H 1.47 0.10 3.93  0.373
45 H 3.48 -2.37 2.95  0.299
46 H 5.87 -2.21 2.39  0.442
47 H 6.61 -0.83 0.48  0.446
48 H 4.95 0.46 -0.82  0.501
49 H 1.09 -1.92 -1.19  -0.458
50 H 1.32 -3.51 -3.07  0.606
51 H 2.56 -2.84 -5.09  0.405
52 H 3.62 -0.63 -5.22  0.460
53 H 3.43 0.95 -3.35  0.437
54 H 4.01 2.45 0.57  0.512
55 H 4.62 4.77 -0.01  0.455
56 H 3.54 5.91 -1.90  0.433
57 H 1.84 4.72 -3.25  0.447
58 H 1.29 2.38 -2.73  0.581
59 H 1.64 -3.96 2.56  0.329
60 H 0.30 -6.03 2.65  0.430
61 H -2.00 -6.05 1.75  0.426
62 H -2.95 -4.00 0.76  0.495
63 H -4.60 -2.24 -0.57  0.437
64 H -6.79 -1.92 0.48  0.439
65 H -6.98 -0.72 2.63  0.410
66 H -4.96 0.16 3.74  0.444
67 H -2.73 -0.15 2.66  0.275
68 H -3.39 -0.18 -1.80  0.695
69 H -3.58 -0.68 -4.22  0.467
70 H -2.40 -2.62 -5.17  0.432
71 H -1.07 -4.09 -3.71  0.428
72 H -0.85 -3.59 -1.31  0.409
73 C -1.91 4.73 2.57  -1.108
74 N -0.85 3.78 2.31  0.025
75 C -0.17 3.32 3.51  -1.031
76 C -0.92 2.89 1.25  0.118
77 N -0.64 1.64 1.36  0.576
78 N -1.25 3.47 0.04  -0.061
79 C -1.37 2.88 -1.20  0.040
80 N -1.75 3.76 -2.18  -0.465
81 N -1.11 1.64 -1.40  -0.220
82 H -1.50 5.54 3.18  0.361
83 H -2.73 4.26 3.12  0.326
84 H -2.31 5.15 1.66  0.335
85 H 0.11 4.19 4.10  0.367
86 H 0.74 2.79 3.24  0.298
87 H -0.81 2.68 4.13  0.355
88 H -0.50 1.36 2.33  -0.455
89 H -1.25 4.48 0.02  0.326
90 H -2.22 4.62 -1.95  0.181
91 H -1.95 3.40 -3.10  0.237
92 H -1.26 1.33 -2.36  0.038

Summary:
- total charge = +1
- 2S+1 = 4
- energy above the lowest of the compared OMol25 structures with the same formula, charge and spin (kJ/mol) = 98.2
- gap between HOMO and LUMO (spin up / spin down) (eV) = 7.01 / 7.22
- E (a.u.) = -3777.42696

# 7
The following is a quantum chemistry calculation of the ion C5H8N with charge +1 at a distorted geometry, from the OMol25 dataset.

Each line ends with the Mulliken charge.
Atoms and positions in Å:
1 C -1.84 1.32 -1.53  -0.526
2 C -0.53 1.52 -1.38  -0.352
3 C 0.45 0.57 -0.71  0.278
4 N 0.42 -0.17 0.33  -0.137
5 C 1.35 -1.02 0.95  0.299
6 C 0.87 -1.80 1.89  -0.790
7 H -2.15 0.35 -1.14  0.222
8 H -2.37 2.10 -2.05  0.289
9 H -0.08 2.37 -1.80  0.323
10 H 1.37 0.75 -1.15  0.332
11 H -0.50 -0.30 0.86  0.271
12 H 2.45 -0.88 0.61  0.274
13 H 1.49 -2.33 2.57  0.279
14 H -0.20 -1.86 2.00  0.239

Summary:
- total charge = +1
- energy above the lowest of the compared OMol25 structures with the same formula, charge and spin (kJ/mol) = 243.8
- gap between HOMO and LUMO (eV) = 9.24
- E (a.u.) = -249.73227